(1)
Here is a molecular structure, C20H17HfI3O2 from OMol25. Energies are from ωB97M-V with the def2-TZVPD basis set.

Results
Highest occupied orbital energy in eV: -19.68
2S+1: 1
Net charge: +4
E_LUMO in eV: -16.881
Largest force on an atom in eV/A: 1.58

CARTESIAN COORDINATES (ANGSTROEM)
C1 -5.36632 2.38742 0.70504
C2 -5.16225 0.91903 1.12204
I1 -6.96547 0.03447 1.76584
C3 -4.06831 0.70194 2.30034
C4 -2.70652 0.60594 1.81124
C5 -2.10625 1.73591 1.13342
C6 -0.79487 1.68272 0.71663
C7 -0.05194 0.51201 0.97905
C8 -0.62422 -0.59001 1.65093
C9 -1.93926 -0.56508 2.04003
C10 0.25683 -1.75246 1.93539
O1 0.13376 -2.37260 2.93762
C11 1.28953 -2.02771 0.90302
C12 1.59853 -3.35664 0.64675
C13 2.57883 -3.61069 -0.28924
C14 3.24803 -2.56679 -0.91079
C15 2.96722 -1.21707 -0.67810
C16 3.91212 -0.29407 -1.44109
I2 5.35198 0.54445 -0.07985
C17 3.30604 0.73464 -2.48314
C18 3.43047 0.11833 -3.88049
I3 4.20035 2.72303 -2.39044
C19 1.91674 -0.94223 0.24360
C20 1.43202 0.40625 0.61631
O2 2.09493 1.40133 0.72366
H1 -6.35141 2.56661 0.29414
H2 -4.65446 2.58763 -0.09720
H3 -5.13842 3.08256 1.50741
H4 -4.80895 0.37911 0.25269
H5 -4.32401 -0.17225 2.89337
H6 -4.11296 1.55746 2.99065
H7 -2.65857 2.64828 0.97356
H8 -0.30062 2.50547 0.22414
H9 -2.38282 -1.40932 2.54968
H10 1.08091 -4.15312 1.15852
H11 2.86649 -4.61831 -0.55253
H12 4.03015 -2.80107 -1.61873
H13 4.47131 -0.95940 -2.08344
H14 2.21230 0.81190 -2.29398
H15 3.21673 0.81381 -4.69972
H16 2.73178 -0.71658 -3.94564
H17 4.42594 -0.28900 -4.04185
Hf1 1.76465 2.95411 -3.58883


(2)
Here is a molecular structure, C51H56BrCsN4O4P2Si2 from OMol25. Energies are from ωB97M-V with the def2-TZVPD basis set.

Results
Highest occupied orbital energy in eV: -1.77
2S+1: 1
Net charge: -2
E_LUMO in eV: 3.584
Largest force on an atom in eV/A: 2.34

CARTESIAN COORDINATES (ANGSTROEM)
Cs1 0.42579 0.97335 -0.05701
C1 3.46452 -2.67695 2.79915
Si1 1.64919 -3.20272 2.75261
C2 1.74485 -5.05595 2.36761
C3 1.06048 -3.08394 4.54769
N1 0.79601 -2.28598 1.65058
P1 -0.73071 -2.32773 1.15523
C4 -1.30326 -1.29108 -0.16754
P2 -2.46331 -1.35695 -1.47141
N2 -2.52642 0.05066 -2.15134
Si2 -3.44591 0.98810 -3.17159
C5 -5.04906 1.59170 -2.39627
C6 -2.49626 2.52715 -3.66633
C7 -3.91322 0.11880 -4.78532
C8 -1.96578 -2.58197 -2.74186
C9 -2.69950 -3.68993 -3.14000
C10 -2.32185 -4.43053 -4.25561
C11 -1.19281 -4.07897 -4.97560
C12 -0.43331 -2.98594 -4.57109
C13 -0.82276 -2.24409 -3.47045
C14 -4.14014 -1.87458 -0.93676
C15 -4.40608 -1.98715 0.42135
C16 -5.67437 -2.32799 0.87442
C17 -6.69666 -2.55408 -0.03488
C18 -6.45032 -2.42259 -1.39704
C19 -5.18205 -2.07845 -1.84176
C20 -1.81723 -3.03586 2.54286
C21 -1.79041 -4.39441 2.86539
C22 -2.44930 -4.91124 3.97197
C23 -3.16999 -4.07319 4.80916
C24 -3.21322 -2.71813 4.51588
C25 -2.54712 -2.21033 3.40835
C26 -0.72077 -3.86882 0.04057
C27 -1.82734 -4.70180 -0.12227
C28 -1.80863 -5.80057 -0.97420
C29 -0.67843 -6.06137 -1.73403
C30 0.42279 -5.22020 -1.61754
C31 0.40525 -4.15402 -0.73014
H1 4.10192 -3.49707 3.14005
H2 3.62902 -1.83559 3.47598
H3 3.79084 -2.36441 1.80594
H4 2.40253 -5.53208 3.10452
H5 2.16526 -5.22095 1.37352
H6 0.78227 -5.56681 2.39868
H7 1.87327 -3.34359 5.23357
H8 0.21500 -3.74102 4.75992
H9 0.74314 -2.06056 4.76240
H10 -4.82898 2.15436 -1.48679
H11 -5.71237 0.76727 -2.12361
H12 -5.58397 2.24995 -3.08805
H13 -2.25196 3.11637 -2.77949
H14 -3.05118 3.16159 -4.36114
H15 -1.54723 2.25518 -4.13404
H16 -4.75427 -0.56727 -4.65896
H17 -3.06926 -0.46064 -5.16637
H18 -4.19752 0.85124 -5.54674
H19 -3.57300 -3.99074 -2.57770
H20 -2.90995 -5.29089 -4.55214
H21 -0.89947 -4.65456 -5.84570
H22 0.45728 -2.70339 -5.11903
H23 -0.25052 -1.37567 -3.16669
H24 -3.61037 -1.79033 1.12380
H25 -5.84801 -2.42292 1.93940
H26 -7.68561 -2.82885 0.31400
H27 -7.24731 -2.58885 -2.11282
H28 -5.00246 -1.97027 -2.90458
H29 -1.22674 -5.07807 2.24542
H30 -2.38413 -5.97230 4.18335
H31 -3.68530 -4.46819 5.67702
H32 -3.76049 -2.03811 5.15913
H33 -2.56378 -1.15251 3.19039
H34 -2.73821 -4.49014 0.42907
H35 -2.68954 -6.42746 -1.06494
H36 -0.66418 -6.89441 -2.42737
H37 1.30635 -5.39900 -2.22014
H38 1.27825 -3.51992 -0.61729
Br1 5.50237 3.73591 3.70053
C32 4.76751 2.36702 2.60537
C33 5.25036 2.17856 1.32687
C34 4.65479 1.17920 0.57136
N3 3.66256 0.40964 0.99924
C35 3.21088 0.62555 2.23172
C36 3.73593 1.58793 3.08390
H39 6.03820 2.79543 0.91944
H40 4.99085 1.00721 -0.44499
H41 2.37395 0.00909 2.54777
H42 3.32849 1.72728 4.07463
O1 -1.66625 -0.09514 0.58248
O2 -1.09834 -0.52392 1.84206
C37 -1.18295 9.34613 -3.52478
C38 -0.08691 8.42582 -3.99253
C39 0.39651 8.54319 -5.29130
C40 1.39338 7.69965 -5.75755
C41 1.93316 6.75071 -4.90649
C42 1.46812 6.62394 -3.60195
N4 2.04551 5.63324 -2.77355
C43 2.62132 5.96300 -1.56028
C44 3.19545 7.22500 -1.36170
C45 3.81741 7.53777 -0.16537
C46 3.88872 6.60362 0.86047
C47 3.30942 5.35832 0.66379
C48 2.66535 5.01699 -0.51827
C49 2.02399 3.63051 -0.61161
O3 1.42197 3.34086 -1.68459
O4 2.12954 2.89229 0.38504
C50 0.43361 7.44481 -3.14000
C51 -0.12727 7.24805 -1.75929
H43 -1.36739 10.12750 -4.26242
H44 -0.93173 9.82752 -2.57774
H45 -2.12403 8.81481 -3.36465
H46 -0.02176 9.30116 -5.94400
H47 1.75517 7.78642 -6.77454
H48 2.73080 6.09137 -5.22163
H49 1.61865 4.69535 -2.73603
H50 3.15982 7.95255 -2.16369
H51 4.25660 8.52132 -0.03806
H52 4.37869 6.83944 1.79599
H53 3.32093 4.60152 1.43677
H54 0.37374 7.87960 -1.02081
H55 0.00634 6.21605 -1.43806
H56 -1.19105 7.48001 -1.73111


(3)
Here is a single C22H32N2O4 molecule from OMol25. Energies are from ωB97M-V with the def2-TZVPD basis set.

Results
Highest occupied orbital energy in eV: -8.05
2S+1: 1
E_LUMO in eV: 0.718
SMILES: CCCC[C@H]1CC[C@@H](C(=O)O[C@H](C)C(=O)Nc2ccc(NC(C)=O)cc2)CC1
Largest force on an atom in eV/A: 0.63

CARTESIAN COORDINATES (ANGSTROEM)
C1 -4.13760 -2.28115 1.38282
C2 -3.10858 -2.52544 0.28623
C3 -1.67870 -2.43358 0.81543
C4 -0.65994 -2.52413 -0.31910
H1 -0.92958 -3.36272 -0.96728
C5 0.79105 -2.72171 0.13463
C6 1.69938 -2.74892 -1.09780
C7 3.17746 -2.88218 -0.73895
H2 3.77559 -2.82481 -1.65002
H3 3.35718 -3.85305 -0.27244
C8 3.61729 -1.78873 0.23473
C9 3.57632 -0.41772 -0.40780
O1 3.31814 -0.18926 -1.56739
O2 3.85844 0.53420 0.47845
C10 3.72148 1.90970 0.07975
C11 4.62588 2.75258 0.95834
H4 5.64979 2.39460 0.89710
H5 4.28277 2.69497 1.98752
H6 4.58165 3.78789 0.63347
C12 2.23124 2.27251 0.28931
O3 1.85298 2.92557 1.23314
N1 1.44144 1.72515 -0.66714
C13 0.04700 1.58552 -0.66852
C14 -0.53904 0.99563 -1.78662
C15 -1.89982 0.77669 -1.82626
C16 -2.70578 1.13116 -0.74521
C17 -2.11958 1.72628 0.36778
C18 -0.75825 1.95578 0.40379
H7 -0.31418 2.41846 1.26894
H8 -2.73418 2.00322 1.20724
N2 -4.07600 0.86683 -0.83645
C19 -5.04340 1.00083 0.11833
O4 -4.85164 1.41128 1.23869
C20 -6.40568 0.56997 -0.38803
H9 -6.70578 1.18856 -1.23147
H10 -6.37746 -0.47021 -0.70598
H11 -7.13262 0.67973 0.41101
H12 -4.36931 0.48896 -1.72706
H13 -2.34144 0.31659 -2.69980
H14 0.07937 0.69985 -2.62242
H15 1.90942 1.24178 -1.42871
H16 3.99047 1.99798 -0.98106
C21 2.71801 -1.80501 1.47777
C22 1.25200 -1.62340 1.09313
H17 1.10904 -0.64939 0.62097
H18 0.64579 -1.64264 1.99942
H19 3.02379 -1.01531 2.16499
H20 2.84375 -2.76481 1.98371
H21 4.65467 -1.95994 0.54466
H22 1.41283 -3.58144 -1.74418
H23 1.55620 -1.82801 -1.66410
H24 0.86957 -3.68465 0.65349
H25 -0.72241 -1.61234 -0.91773
H26 -1.50800 -3.24085 1.53144
H27 -1.56210 -1.48406 1.34006
H28 -3.26873 -3.51355 -0.15292
H29 -3.23928 -1.78572 -0.50676
H30 -5.14809 -2.40921 1.00021
H31 -4.04552 -1.27145 1.77579
H32 -3.99315 -2.98206 2.20191


(4)
Here is a molecular structure, C12H36FNa2O16P4 from OMol25. Energies are from ωB97M-V with the def2-TZVPD basis set.

Results
Highest occupied orbital energy in eV: -9.94
2S+1: 1
Net charge: +1
E_LUMO in eV: -4.788
Largest force on an atom in eV/A: 4.56

CARTESIAN COORDINATES (ANGSTROEM)
Na1 8.26318 -18.64857 15.88099
Na2 3.51904 -20.15251 20.13014
F1 7.66266 -19.31321 19.76127
C1 8.57138 -22.29486 26.27482
O1 9.02200 -22.64009 27.61057
P1 10.52752 -23.19415 27.70647
O2 11.65109 -22.38069 27.10810
O3 10.61594 -23.52251 29.33920
C2 11.75985 -24.07787 29.92065
O4 10.43350 -24.66015 27.07603
C3 9.36016 -25.59658 27.22430
H1 7.62290 -22.81261 26.13191
H2 9.19616 -22.63058 25.44715
H3 8.48948 -21.21872 26.12212
H4 12.15660 -25.03233 29.57469
H5 11.37084 -24.32603 30.90817
H6 12.53793 -23.33966 30.11488
H7 8.54718 -25.53711 26.50068
H8 8.76885 -25.36451 28.11007
H9 9.59951 -26.65141 27.35903
C4 8.58452 -26.25121 17.56043
O5 9.46635 -27.30362 17.97327
P2 9.60253 -27.73998 19.48457
O6 9.32825 -26.85399 20.67347
O7 11.06439 -28.49057 19.43773
C5 11.95695 -28.44406 20.61439
O8 8.67740 -29.07939 19.42829
C6 8.46473 -30.14397 20.39186
H10 8.26109 -25.56388 18.34214
H11 7.58695 -26.47701 17.18366
H12 9.14325 -25.69738 16.80598
H13 11.60632 -27.92163 21.50446
H14 12.80171 -27.79764 20.37644
H15 12.46690 -29.35810 20.91863
H16 9.14935 -30.95970 20.15954
H17 7.54598 -30.43965 19.88534
H18 8.37346 -29.85999 21.44026
C7 9.85055 -11.04942 16.37298
O9 8.83605 -11.09899 15.37417
P3 7.78787 -12.24700 15.48550
O10 8.29745 -13.64565 15.65639
O11 6.90302 -11.68878 16.74907
C8 6.83652 -12.38153 17.97563
O12 6.75213 -12.07214 14.26374
C9 5.65599 -12.99602 14.20220
H19 9.66508 -10.30652 17.14875
H20 10.83767 -10.78488 15.99390
H21 9.97064 -12.02973 16.83413
H22 7.31134 -11.86164 18.80770
H23 7.05981 -13.44833 17.98932
H24 5.76522 -12.34371 18.17303
H25 5.57336 -13.54491 13.26412
H26 4.72038 -12.45428 14.34089
H27 5.62274 -13.72988 15.00746
C10 16.87891 -18.92198 15.86833
O13 16.65424 -19.60907 17.09783
P4 15.43504 -20.77789 17.27901
O14 14.15771 -20.42662 16.53721
O15 16.08939 -22.16473 16.71037
C11 17.48975 -22.35492 16.88507
O16 15.42698 -21.00826 18.92976
C12 14.32724 -21.29113 19.71616
H28 17.89209 -18.52120 15.83755
H29 16.29642 -18.01027 15.73574
H30 16.47165 -19.45735 15.01065
H31 17.59424 -22.86741 15.92874
H32 17.74439 -23.04841 17.68652
H33 18.17653 -21.50887 16.91014
H34 14.31553 -20.50157 20.46752
H35 14.45078 -22.23706 20.24346
H36 13.35664 -21.10691 19.25560


Question: Which formula does entry 4 have?
Answer: C12H36FNa2O16P4